(1)
DFT (the ωB97M-V functional and the def2-TZVPD basis) results for 2 unconnected molecules or ions with the total composition C32H26O4 at a distorted geometry.

The geometry in XYZ format:
```
62
C32H26O4 the ωB97M-V functional and the def2-TZVPD basis
C -1.467 -0.147 4.065
C -2.118 -0.979 2.975
C -3.379 -1.604 3.541
O -2.476 -0.174 1.833
C -1.369 0.391 1.209
O -1.448 1.528 0.763
C -0.204 -0.445 1.114
C 1.114 0.094 0.855
C 1.702 0.863 2.025
C 2.406 0.215 3.036
C 2.954 0.985 4.073
C 2.742 2.369 4.111
C 2.000 2.997 3.102
C 1.439 2.228 2.081
C -0.239 -1.774 1.719
O 0.633 -2.614 1.515
O -1.273 -2.075 2.544
H -0.503 0.279 3.750
H -2.166 0.655 4.344
H -1.315 -0.796 4.938
H -3.863 -2.243 2.801
H -3.101 -2.203 4.406
H -4.063 -0.815 3.859
H 1.752 -0.738 0.562
H 0.996 0.835 0.069
H 2.475 -0.880 3.008
H 3.542 0.494 4.851
H 3.148 2.965 4.933
H 1.837 4.077 3.100
H 0.746 2.651 1.344
C -0.052 -0.096 -1.802
C 0.679 1.157 -2.037
C 0.180 2.401 -1.578
C 0.929 3.577 -1.705
C 2.212 3.539 -2.254
C 2.709 2.333 -2.748
C 1.935 1.175 -2.694
C 0.567 -1.406 -1.974
C -0.422 -2.300 -2.506
C -0.058 -3.478 -3.139
C 1.284 -3.876 -3.119
C 2.242 -3.053 -2.492
C 1.899 -1.819 -1.929
C -1.678 -1.575 -2.602
C -1.463 -0.232 -2.139
C -2.428 0.736 -2.405
C -3.591 0.358 -3.083
C -3.779 -0.944 -3.572
C -2.793 -1.911 -3.360
H -0.753 2.429 -1.030
H 0.505 4.510 -1.336
H 2.821 4.447 -2.284
H 3.715 2.280 -3.163
H 2.316 0.265 -3.153
H -0.829 -4.058 -3.652
H 1.577 -4.817 -3.576
H 3.286 -3.367 -2.481
H 2.654 -1.170 -1.474
H -2.265 1.758 -2.079
H -4.354 1.115 -3.267
H -4.683 -1.205 -4.121
H -2.864 -2.915 -3.769
```

Lowest unoccupied orbital energy, eV: -2.651
Highest occupied orbital energy, Ha: -0.26424
Frontier orbital gap, eV: 4.539
Spin multiplicity: 1
Strongest force on any atom, eV Å⁻¹: 1.92
DFT total energy, eV: -41794.38303

(2)
DFT (the ωB97M-V functional and the def2-TZVPD basis) results for a molecular structure, C32H27BaN6O2S.

The geometry in XYZ format:
```
69
C32H27BaN6O2S the ωB97M-V functional and the def2-TZVPD basis
Ba 0.701 0.076 -0.009
N -3.987 1.333 -0.755
C -2.772 0.746 -0.889
S -1.436 1.839 -1.149
N -2.798 -0.566 -0.854
N -1.605 -1.220 -0.751
C -1.593 -2.430 -1.197
C -2.717 -3.057 -1.946
C -3.952 -3.289 -1.350
C -4.965 -3.905 -2.068
C -4.758 -4.279 -3.389
C -3.530 -4.044 -3.990
C -2.511 -3.442 -3.267
C -0.396 -3.279 -0.930
C -0.508 -4.667 -1.002
C 0.590 -5.456 -0.707
C 1.782 -4.848 -0.348
C 1.808 -3.467 -0.289
N 0.757 -2.693 -0.563
H -4.083 2.291 -1.042
H -4.795 0.734 -0.801
H -4.121 -2.973 -0.329
H -5.923 -4.086 -1.598
H -5.553 -4.753 -3.949
H -3.365 -4.330 -5.020
H -1.548 -3.266 -3.734
H -1.450 -5.113 -1.286
H 0.514 -6.534 -0.757
H 2.667 -5.422 -0.114
H 2.721 -2.951 -0.006
C 2.668 2.154 -1.718
C 3.621 1.408 -1.027
C 3.809 0.066 -1.342
C 3.047 -0.532 -2.351
C 2.108 0.220 -3.049
C 1.915 1.563 -2.728
H 2.512 3.196 -1.466
H 4.216 1.876 -0.254
H 4.572 -0.509 -0.833
H 3.207 -1.571 -2.609
H 1.520 -0.236 -3.834
H 1.174 2.143 -3.261
O 3.363 7.658 0.087
C 3.611 6.960 1.213
O 4.396 7.369 2.016
C 2.844 5.683 1.420
C 3.320 4.821 2.402
C 2.670 3.627 2.665
C 1.531 3.296 1.942
C 1.040 4.147 0.957
C 1.693 5.345 0.713
N 0.874 2.048 2.139
C 0.263 1.846 3.230
C -0.496 0.602 3.494
C -1.210 0.483 4.673
C -1.964 -0.664 4.888
C -1.972 -1.643 3.915
C -1.218 -1.442 2.765
N -0.491 -0.352 2.550
H 2.786 7.171 -0.507
H 4.203 5.107 2.956
H 3.046 2.949 3.421
H 0.143 3.876 0.412
H 1.265 6.019 -0.020
H 0.241 2.603 4.019
H -1.185 1.280 5.405
H -2.536 -0.781 5.798
H -2.548 -2.550 4.032
H -1.210 -2.186 1.975
```

Total charge: +1
Lowest unoccupied orbital energy, eV: -3.298
Highest occupied orbital energy, Ha: -0.37308
Frontier orbital gap, eV: 6.854
Spin multiplicity: 1
Strongest force on any atom, eV Å⁻¹: 0.30
Relative energy (zero: lowest compared OMol25 entry of this formula, charge and spin), kcal/mol: 1.3
DFT total energy, eV: -58185.00679

(3)
DFT (the ωB97M-V functional and the def2-TZVPD basis) results for a molecular structure, C32H27N7Re at a distorted geometry.

The geometry in XYZ format:
```
67
C32H27N7Re the ωB97M-V functional and the def2-TZVPD basis
Re 0.798 -0.326 0.032
C -4.601 -2.258 -4.065
C -3.670 -1.732 -3.031
C -4.080 -1.543 -1.708
C -3.233 -0.977 -0.790
C -1.926 -0.572 -1.126
N -1.167 0.099 -0.183
C -1.812 1.059 0.563
C -2.835 1.827 -0.033
C -3.521 2.793 0.653
C -3.216 3.073 1.988
C -3.994 4.072 2.767
C -2.170 2.368 2.574
C -1.483 1.360 1.909
N -0.522 0.631 2.632
C -0.469 0.514 3.975
C 0.670 -0.192 4.298
C 1.271 -0.484 3.082
N 0.539 0.007 2.073
C -1.465 -0.866 -2.434
C -2.349 -1.424 -3.353
N -0.162 -0.533 -2.858
C 0.238 -0.362 -4.134
C 1.599 -0.146 -4.132
C 1.973 -0.196 -2.796
N 0.902 -0.423 -2.026
H -5.636 -2.183 -3.741
H -4.390 -3.308 -4.272
H -4.486 -1.715 -5.002
H -5.075 -1.825 -1.404
H -3.555 -0.831 0.230
H -3.061 1.645 -1.071
H -4.305 3.343 0.156
H -5.009 4.144 2.387
H -3.544 5.063 2.692
H -4.030 3.806 3.821
H -1.892 2.613 3.587
H -1.235 0.892 4.619
H 1.006 -0.461 5.276
H 2.179 -1.026 2.903
H -2.019 -1.642 -4.355
H -0.440 -0.374 -4.962
H 2.238 0.022 -4.973
H 2.951 -0.079 -2.368
C 4.839 3.502 0.618
C 5.535 2.338 0.915
C 4.904 1.113 0.840
C 3.555 1.048 0.459
C 2.856 2.225 0.170
C 3.499 3.442 0.248
N 2.880 -0.162 0.356
N 3.569 -1.216 0.508
C 2.875 -2.378 0.485
C 3.527 -3.591 0.726
C 2.787 -4.752 0.771
C 1.413 -4.719 0.554
C 0.760 -3.517 0.294
C 1.467 -2.332 0.274
H 5.339 4.456 0.670
H 6.571 2.394 1.202
H 5.421 0.194 1.071
H 1.809 2.177 -0.136
H 2.966 4.350 0.014
H 4.594 -3.577 0.884
H 3.280 -5.687 0.983
H 0.847 -5.637 0.589
H -0.305 -3.522 0.107
```

Total charge: +2
Lowest unoccupied orbital energy (alpha / beta), eV: -8.049 / -8.052
Highest occupied orbital energy (alpha / beta), Ha: -0.49186 / -0.49714
Frontier orbital gap (alpha / beta), eV: 5.335 / 5.476
Spin multiplicity: 2
Strongest force on any atom, eV Å⁻¹: 3.49
DFT total energy, eV: -46167.18443

(4)
DFT (the ωB97M-V functional and the def2-TZVPD basis) results for a molecular structure, C32H28BiGeN5.

The geometry in XYZ format:
```
67
C32H28BiGeN5 the ωB97M-V functional and the def2-TZVPD basis
Bi -0.164 -2.132 0.045
N -0.261 -3.686 -1.911
C 1.114 -4.032 -2.259
C 1.422 -5.133 -3.011
C 2.752 -5.398 -3.393
C 3.745 -4.526 -3.054
C 3.458 -3.383 -2.270
C 4.444 -2.442 -1.913
C 4.113 -1.356 -1.141
C 2.812 -1.242 -0.665
N 1.855 -2.116 -0.972
C 2.134 -3.164 -1.823
H -0.785 -4.531 -1.687
H -0.721 -3.275 -2.721
H 0.632 -5.804 -3.330
H 2.973 -6.282 -3.976
H 4.765 -4.692 -3.378
H 5.462 -2.583 -2.256
H 4.847 -0.610 -0.871
H 2.533 -0.434 -0.001
Ge -0.911 0.105 -1.312
C -1.507 -0.117 -3.194
C -2.690 -0.852 -3.489
C -3.307 -0.686 -4.694
C -2.706 0.162 -5.681
C -1.516 0.881 -5.407
C -0.895 0.696 -4.206
C -2.356 0.889 -0.291
C -3.365 0.097 0.260
C -4.440 0.689 0.910
C -4.507 2.073 1.011
C -3.511 2.867 0.454
C -2.427 2.279 -0.187
H 0.274 1.082 -1.360
H -3.154 -1.483 -2.740
H -4.245 -1.183 -4.906
H -3.144 0.214 -6.672
H -1.094 1.545 -6.149
H 0.047 1.195 -4.013
H -3.333 -0.987 0.185
H -5.229 0.075 1.324
H -5.336 2.532 1.532
H -3.588 3.945 0.500
H -1.652 2.905 -0.616
C 2.126 -1.041 3.837
C 1.787 -1.373 2.544
N 0.787 -0.766 1.880
C 0.092 0.210 2.500
C 0.335 0.564 3.823
C 1.368 -0.089 4.495
C -0.605 1.417 4.603
C -0.744 2.734 4.746
C 0.142 3.810 4.282
C 0.011 5.080 4.869
C 0.952 6.019 4.491
N 1.853 5.660 3.609
C 1.986 4.487 3.021
N 1.100 3.577 3.378
H 2.934 -1.557 4.337
H 2.305 -2.174 2.028
H -0.722 0.668 1.947
H 1.573 0.142 5.534
H -1.277 0.819 5.215
H -1.538 3.074 5.400
H -0.755 5.315 5.594
H 0.986 7.029 4.897
H 2.766 4.296 2.300
```

Total charge: +4
Lowest unoccupied orbital energy (alpha / beta), eV: -13.550 / -14.158
Highest occupied orbital energy (alpha / beta), Ha: -0.69108 / -0.68981
Frontier orbital gap (alpha / beta), eV: 5.256 / 4.613
Spin multiplicity: 1
Strongest force on any atom, eV Å⁻¹: 0.59
DFT total energy, eV: -103402.66077

- Among the records above, which one has the lowest strongest force on any atom?
  C32H27BaN6O2S

- Which value of strongest force on any atom does entry 4 give?
  0.59 eV Å⁻¹

- What is the DFT total energy in the second record?
  -58185.00679 eV